# C36H32IN4O4Rh

C36H32IN4O4Rh as an isolated structure (wB97M-V/def2-TZVPD, the OMol25 dataset).

The geometry in XYZ format:
```
78
Properties=species:S:1:pos:R:3:lowdin_charge:R:1
Rh 0.599 -0.050 0.781 0.9941
I -2.245 -0.938 1.310 1.0730
C -2.650 1.123 1.073 -0.5767
C -3.926 1.514 1.357 -0.1890
C -4.325 2.846 1.116 -0.1073
C -3.451 3.720 0.543 -0.0588
C -2.133 3.320 0.205 -0.1759
C -1.273 4.200 -0.490 -0.0655
C -0.016 3.795 -0.841 -0.0888
C 0.459 2.532 -0.442 -0.1459
C -0.318 1.648 0.271 -0.2809
C -1.674 2.004 0.530 -0.2188
H -4.632 0.805 1.768 0.0727
H -5.333 3.154 1.364 0.0913
H -3.758 4.734 0.307 0.1013
H -1.641 5.186 -0.755 0.0973
H 0.630 4.458 -1.406 0.0997
H 1.473 2.244 -0.705 0.0895
O 4.629 -0.365 -0.431 0.0016
C 3.434 -0.476 -0.170 -0.5499
O 2.439 0.331 -0.306 -0.1809
C 2.971 -1.933 0.492 -0.5600
O 3.753 -2.872 0.460 0.0102
O 1.781 -1.828 0.946 -0.2181
N -1.152 -3.908 -5.176 0.1403
C -1.583 -4.087 -6.468 -0.2152
C -1.775 -5.210 -7.250 -0.0624
C -2.245 -5.018 -8.555 -0.1571
C -2.507 -3.738 -9.036 -0.1525
C -2.314 -2.606 -8.247 -0.0523
C -1.844 -2.773 -6.942 -0.2653
N -1.576 -1.846 -5.978 0.1317
C -1.154 -2.537 -4.903 -0.2955
C -0.770 -1.987 -3.668 -0.1844
C -0.764 -0.573 -3.466 -0.0313
C -0.382 -0.037 -2.273 -0.1340
N 0.000 -0.770 -1.187 -0.0958
C -0.003 -2.113 -1.367 -0.1900
C -0.355 -2.738 -2.528 -0.0410
H -0.861 -4.626 -4.542 0.1332
H -1.571 -6.207 -6.875 0.0906
H -2.402 -5.878 -9.195 0.0752
H -2.870 -3.625 -10.052 0.0782
H -2.523 -1.614 -8.629 0.0918
H -1.058 0.072 -4.282 0.0924
H -0.382 1.034 -2.159 0.0876
H 0.300 -2.702 -0.510 0.0903
H -0.307 -3.822 -2.558 0.0858
C 3.319 2.641 1.766 -0.0498
C 2.499 3.154 2.950 -0.3766
C 1.180 3.820 2.538 -0.0546
C 2.225 2.085 3.988 -0.1232
C 2.637 2.403 5.270 -0.0684
C 2.434 1.568 6.359 -0.0970
C 1.789 0.363 6.134 -0.0707
C 1.350 -0.032 4.883 -0.1285
C 0.613 -1.361 4.853 -0.3828
C 1.111 -2.333 3.783 -0.0677
C -0.893 -1.105 4.720 -0.1036
C 1.534 0.828 3.728 -0.2092
N 1.044 0.484 2.537 0.0651
H 3.518 3.453 1.062 0.0814
H 2.807 1.845 1.242 0.0325
H 4.275 2.246 2.117 0.0866
H 3.100 3.923 3.445 0.1111
H 0.481 3.073 2.172 0.0542
H 1.342 4.557 1.750 0.0739
H 0.727 4.322 3.399 0.0777
H 3.132 3.355 5.427 0.1005
H 2.768 1.849 7.350 0.0886
H 1.613 -0.300 6.974 0.1007
H 0.787 -1.829 5.826 0.1116
H 0.820 -2.004 2.792 0.0201
H 0.690 -3.328 3.956 0.0777
H 2.199 -2.408 3.797 0.0898
H -1.083 -0.497 3.837 -0.0162
H -1.273 -0.569 5.594 0.0739
H -1.440 -2.046 4.619 0.0681
```

## Properties
- total charge = -2
- HOMO energy (spin up / spin down) (hartree) = 0.000 / -0.079
- energy relative to the best compared isomer or geometry (same formula, charge and spin) (kJ/mol) = 87.4
- molecular weight (g/mol) = 814.5
- 2S+1 = 5
- <S²> = 6.085
- HOMO-LUMO gap (spin up / spin down) (eV) = 3.84 / 5.73
- maximum force (hartree/bohr) = 0.057

=====

# C4H9N2O

C4H9N2O as an isolated structure (wB97M-V/def2-TZVPD, the OMol25 dataset).

The geometry in XYZ format:
```
16
Properties=species:S:1:pos:R:3:nbo_charge:R:1
C 0.720 0.337 -0.542 0.4604
C -0.137 0.200 1.797 -0.5955
C -1.301 -0.877 -0.106 -0.5702
C 0.163 -0.557 0.462 -0.3642
N -0.108 2.108 -0.833 0.3464
N 1.400 -0.042 -1.559 -0.6696
O 0.156 2.585 -1.826 -0.0989
H 0.885 0.533 2.093 0.2188
H -0.574 -0.516 2.568 0.2517
H -0.627 1.126 1.684 0.2271
H -1.181 -1.333 -1.101 0.2116
H -1.649 -1.650 0.618 0.2541
H -1.918 -0.016 -0.167 0.2278
H 0.768 -1.451 0.658 0.2498
H 1.611 -1.035 -1.578 0.4277
H 1.792 0.588 -2.168 0.4230
```

## Properties
- total charge = +1
- HOMO energy (hartree) = -0.531
- energy relative to the best compared isomer or geometry (same formula, charge and spin) (kJ/mol) = 509.5
- molecular weight (g/mol) = 101.1
- 2S+1 = 1
- HOMO-LUMO gap (eV) = 8.64
- maximum force (hartree/bohr) = 0.071

=====

# CH2Br2S

An isolated molecule of CH2Br2S (wB97M-V/def2-TZVPD, the OMol25 dataset).

The geometry in XYZ format:
```
6
Properties=species:S:1:pos:R:3:nbo_charge:R:1
C 0.619 0.069 0.447 -0.6307
S 1.730 1.232 -0.449 0.3164
Br 0.210 0.857 2.155 0.0611
Br 1.389 0.854 -2.576 -0.2141
H -0.118 -0.256 -0.161 0.2186
H 1.341 -0.810 0.549 0.2487
```

## Properties
- HOMO energy (spin up / spin down) (hartree) = -0.240 / -0.380
- energy relative to the best compared isomer or geometry (same formula, charge and spin) (kJ/mol) = 0.0
- molecular weight (g/mol) = 205.9
- 2S+1 = 3
- <S²> = 2.007
- HOMO-LUMO gap (spin up / spin down) (eV) = 7.10 / 7.61
- maximum force (hartree/bohr) = 0.105

=====

# C10H14MoN6O5S2

C10H14MoN6O5S2 as an isolated structure (wB97M-V/def2-TZVPD, the OMol25 dataset).

The geometry in XYZ format:
```
38
Properties=species:S:1:pos:R:3:nbo_charge:R:1
Mo 0.348 0.091 -0.549 0.5383
C 2.290 -1.922 0.974 -0.2253
C 1.397 -2.106 -0.107 -0.3660
C 0.077 -2.080 0.422 -0.4008
C 0.191 -1.835 1.813 -0.2177
C 1.551 -1.790 2.154 -0.3572
H 3.368 -1.868 0.888 0.1908
H 1.663 -2.388 -1.113 0.2533
H -0.824 -2.338 -0.115 0.2354
H -0.647 -1.689 2.478 0.2092
H 1.950 -1.536 3.128 0.1876
N -4.555 -1.114 0.974 -0.6337
N -3.703 -0.018 0.697 0.0146
N -3.835 0.530 -0.575 -0.3091
C -2.617 0.741 -0.939 0.1924
N -1.692 0.277 -0.029 -0.2462
N -2.372 -0.296 0.967 -0.1110
H -5.494 -0.749 0.866 0.3477
H -4.416 -1.807 0.233 0.3402
H -2.309 1.200 -1.862 0.2590
C 3.270 1.429 0.179 -0.2554
O 2.339 1.493 1.249 -0.5659
C 1.092 1.008 1.007 0.3222
C 0.256 1.434 2.186 -0.7131
H 3.459 0.395 -0.116 0.1969
H 4.187 1.888 0.550 0.1608
H 2.894 1.976 -0.687 0.2044
H 0.830 1.347 3.114 0.1958
H -0.664 0.861 2.265 0.2259
H -0.005 2.489 2.040 0.2111
O 0.758 -1.899 -4.243 -1.0123
S 0.329 -0.706 -3.535 2.2659
O -0.564 -1.020 -2.374 -1.0194
O -0.228 0.323 -4.388 -1.0056
S 1.936 0.102 -2.463 -0.4556
O -0.086 4.328 -2.071 -0.7071
C -0.087 3.181 -1.697 0.7480
N -0.091 2.066 -1.319 -0.6984
```

## Properties
- total charge = -2
- HOMO energy (spin up / spin down) (hartree) = -0.017 / -0.014
- molecular weight (g/mol) = 458.3
- 2S+1 = 1
- HOMO-LUMO gap (spin up / spin down) (eV) = 5.46 / 5.35
- maximum force (hartree/bohr) = 0.033

=====

# C2H4NOS2

A 2-piece molecular cluster, C2H4NOS2 overall (wB97M-V/def2-TZVPD, the OMol25 dataset).

The geometry in XYZ format:
```
10
Properties=species:S:1:pos:R:3:nbo_charge:R:1
C -1.222 1.233 1.753 0.0370
C 1.260 -1.689 -1.282 -0.0423
N 1.816 -0.588 -1.459 -0.5977
O -1.440 2.113 0.774 -0.7124
S -0.714 2.102 3.187 -0.4025
S -1.313 -0.326 1.224 -0.3712
H 1.039 0.026 -1.671 0.3317
H 1.812 -2.600 -0.939 0.1510
H 0.138 -1.757 -1.438 0.1528
H -1.375 1.485 -0.148 0.4534
```

## Properties
- total charge = -1
- HOMO energy (hartree) = -0.128
- energy relative to the best compared isomer or geometry (same formula, charge and spin) (kJ/mol) = 84.0
- molecular weight (g/mol) = 122.2
- 2S+1 = 1
- HOMO-LUMO gap (eV) = 6.93
- maximum force (hartree/bohr) = 0.089

=====

# CH2BrNO4

An isolated molecule of CH2BrNO4 (wB97M-V/def2-TZVPD, the OMol25 dataset).

The geometry in XYZ format:
```
9
Properties=species:S:1:pos:R:3:nbo_charge:R:1
C -0.251 -0.860 1.184 0.6494
N -0.204 0.909 -0.465 0.3403
O -0.256 0.402 0.792 -0.3828
O -0.839 0.046 -1.396 -0.5475
O -0.289 -1.839 0.455 -0.5604
O 1.160 0.973 -0.944 -0.5775
Br -0.214 -0.850 3.014 0.1084
H -0.265 -0.743 -1.458 0.4762
H 1.157 1.963 -1.183 0.4939
```

## Properties
- HOMO energy (hartree) = -0.392
- energy relative to the best compared isomer or geometry (same formula, charge and spin) (kJ/mol) = 269.4
- molecular weight (g/mol) = 171.9
- 2S+1 = 1
- HOMO-LUMO gap (eV) = 11.21
- SMILES string = O=C(Br)ON(O)O
- maximum force (hartree/bohr) = 0.089

=====

# C60H51N8O7PbS

C60H51N8O7PbS as an isolated structure (wB97M-V/def2-TZVPD, the OMol25 dataset).

The geometry in XYZ format:
```
128
Properties=species:S:1:pos:R:3:lowdin_charge:R:1
Pb 0.066 -0.253 -0.198 1.4911
C -3.296 6.554 0.099 -0.0860
O -1.957 6.816 -0.292 -0.1091
C -1.063 5.800 -0.017 -0.3015
C -0.200 5.397 -1.027 -0.0061
C 0.716 4.385 -0.796 -0.0086
C 0.770 3.729 0.439 -0.1474
C -0.095 4.169 1.444 -0.0101
C -0.987 5.205 1.234 -0.0049
C 1.665 2.582 0.685 -0.0642
C 2.422 1.951 -0.274 -0.2804
C 3.364 0.882 0.029 -0.0349
C 3.487 0.151 -1.091 -0.0284
C 2.618 0.784 -2.074 -0.3010
N 2.090 1.905 -1.641 0.1398
C 2.199 0.096 -3.296 -0.0828
C 1.717 -1.170 -3.109 -0.2876
C 1.450 -2.208 -4.106 -0.0193
C 1.007 -3.285 -3.441 -0.0002
C 0.943 -2.921 -2.014 -0.2619
C 0.452 -3.753 -1.010 -0.0988
C -0.068 -5.098 -1.388 -0.2275
C -1.445 -5.328 -1.446 -0.0059
C -1.954 -6.566 -1.787 -0.0007
C -1.089 -7.616 -2.085 -0.2870
O -1.682 -8.806 -2.415 -0.0939
C -0.830 -9.886 -2.716 -0.1049
C 0.283 -7.414 -2.035 -0.0236
C 0.775 -6.159 -1.685 -0.0290
C 0.427 -3.428 0.372 -0.2347
N 0.597 -2.217 0.922 0.0017
C 0.558 -2.364 2.310 -0.2278
C 0.774 -1.395 3.260 -0.0567
C 0.562 -1.778 4.686 -0.2079
C 1.627 -1.960 5.553 -0.0219
C 1.425 -2.309 6.886 -0.0202
C 0.130 -2.474 7.357 -0.2842
O -0.181 -2.808 8.648 -0.0924
C 0.891 -3.119 9.508 -0.1032
C -0.951 -2.292 6.498 0.0115
C -0.733 -1.946 5.179 -0.0117
C 1.164 -0.033 3.037 -0.2574
C 1.411 0.973 4.003 -0.0341
C 1.661 2.147 3.303 -0.0504
C 1.566 1.821 1.937 -0.2957
N 1.286 0.501 1.797 -0.0119
C 0.319 -3.762 2.600 0.0068
C 0.240 -4.416 1.422 0.0051
N 1.389 -1.662 -1.858 -0.0099
C 2.197 0.783 -4.593 -0.1740
C 3.273 1.578 -5.002 -0.0134
C 3.260 2.229 -6.216 -0.0081
C 2.158 2.110 -7.061 -0.2860
O 2.236 2.798 -8.243 -0.0937
C 1.130 2.704 -9.112 -0.1031
C 1.071 1.341 -6.672 -0.0187
C 1.097 0.691 -5.441 -0.0239
H -3.616 5.567 -0.241 0.0805
H -3.910 7.325 -0.362 0.0882
H -3.421 6.605 1.184 0.0799
H -0.245 5.894 -1.987 0.1158
H 1.381 4.076 -1.590 0.0981
H -0.087 3.669 2.400 0.0881
H -1.640 5.527 2.034 0.1107
H 3.823 0.722 0.991 0.1162
H 4.048 -0.755 -1.255 0.1106
H 1.633 -2.109 -5.165 0.1086
H 0.726 -4.243 -3.849 0.1059
H -2.118 -4.508 -1.221 0.1201
H -3.021 -6.741 -1.836 0.1142
H -1.476 -10.730 -2.946 0.0871
H -0.191 -10.143 -1.865 0.0917
H -0.198 -9.669 -3.583 0.0917
H 0.977 -8.211 -2.260 0.0958
H 1.846 -6.003 -1.642 0.1224
H 2.637 -1.827 5.184 0.1245
H 2.280 -2.443 7.533 0.0970
H 0.445 -3.447 10.445 0.0873
H 1.521 -2.245 9.698 0.0913
H 1.510 -3.924 9.101 0.0924
H -1.953 -2.427 6.884 0.1183
H -1.574 -1.811 4.507 0.0991
H 1.409 0.841 5.074 0.1030
H 1.911 3.114 3.714 0.1010
H 0.251 -4.183 3.590 0.1114
H 0.084 -5.470 1.260 0.1061
H 4.129 1.683 -4.345 0.1180
H 4.093 2.842 -6.535 0.1140
H 1.383 3.293 -9.991 0.0871
H 0.223 3.109 -8.654 0.0929
H 0.946 1.668 -9.414 0.0915
H 0.192 1.255 -7.296 0.0933
H 0.240 0.111 -5.116 0.0672
C -5.380 -4.687 1.406 -0.0949
O -5.351 -3.816 2.518 -0.0865
C -4.503 -2.749 2.446 -0.2858
C -4.437 -1.963 3.614 -0.0318
C -3.605 -0.876 3.616 -0.0771
C -2.818 -0.506 2.508 -0.1115
C -2.031 0.720 2.565 -0.3803
C -1.869 1.419 3.905 -0.0081
O -1.506 1.249 1.587 -0.0488
C -2.873 -1.318 1.323 -0.3506
O -2.158 -1.120 0.283 -0.2546
C -3.755 -2.442 1.341 0.0499
H -6.053 -5.499 1.673 0.0863
H -4.387 -5.090 1.192 0.0909
H -5.758 -4.181 0.513 0.0930
H -5.040 -2.231 4.470 0.1054
H -3.565 -0.268 4.511 0.1044
H -2.790 1.947 4.167 0.0885
H -1.058 2.135 3.809 0.0605
H -1.638 0.723 4.712 0.0693
H -3.774 -3.035 0.438 0.1004
C -3.905 3.922 -2.754 -0.0089
C -3.333 2.724 -3.407 -0.3473
N -3.214 2.545 -4.685 0.1052
N -2.645 1.307 -4.787 0.0069
C -2.399 0.708 -3.606 -0.7916
S -1.770 -0.808 -3.329 0.6440
N -2.839 1.653 -2.710 -0.0881
N -2.927 1.538 -1.325 0.1368
H -4.563 4.432 -3.453 0.0813
H -3.113 4.606 -2.444 0.0724
H -4.456 3.622 -1.863 0.0752
H -2.463 0.894 -5.683 0.1368
H -2.081 1.911 -0.901 0.0734
H -2.954 0.543 -1.077 0.0551
```

## Properties
- total charge = -1
- HOMO energy (hartree) = -0.136
- energy relative to the best compared isomer or geometry (same formula, charge and spin) (kJ/mol) = 0.0
- molecular weight (g/mol) = 1235.4
- 2S+1 = 1
- HOMO-LUMO gap (eV) = 5.38
- maximum force (hartree/bohr) = 0.007

=====

# C9H2AuN2OS6Sb

C9H2AuN2OS6Sb as an isolated structure (wB97M-V/def2-TZVPD, the OMol25 dataset).

The geometry in XYZ format:
```
22
Properties=species:S:1:pos:R:3:nbo_charge:R:1
Au 2.388 -0.429 0.307 0.8631
S 6.641 -0.653 -1.182 -0.8922
Sb 4.718 -0.571 -2.368 0.8089
S 3.108 -2.041 -1.201 -0.7842
S 3.213 1.209 -1.202 -0.3086
S 4.305 2.502 -0.081 -0.6196
S 1.108 1.155 1.594 -0.1983
C -0.396 0.567 0.905 -0.1678
C -1.174 1.473 0.164 -0.1592
C -2.403 1.132 -0.368 -0.1582
C -3.172 2.122 -1.088 0.3012
N -3.788 2.907 -1.659 -0.3427
C -2.887 -0.173 -0.208 -0.1683
C -2.119 -1.095 0.478 -0.1599
C -0.895 -0.747 1.057 -0.1909
S -0.130 -1.978 2.033 0.1322
C -4.174 -0.569 -0.729 0.3020
N -5.207 -0.885 -1.128 -0.3528
H -0.787 2.472 0.016 0.2413
H -2.482 -2.108 0.585 0.2286
O 2.410 -2.485 2.381 -0.5771
C 1.722 -1.805 1.695 0.2023
```

## Properties
- total charge = -2
- HOMO energy (spin up / spin down) (hartree) = -0.050 / -0.050
- molecular weight (g/mol) = 665.3
- 2S+1 = 1
- HOMO-LUMO gap (spin up / spin down) (eV) = 5.48 / 5.48
- maximum force (hartree/bohr) = 0.010